{
  "formula": "C23H19BrClCoN2O4",
  "method": "ωB97M-V with the def2-TZVPD basis set",
  "charge": -1,
  "e_lumo_ev": [2.311, 1.942],
  "s2": 0.790,
  "homo_energy_ev": [-2.991, -2.993],
  "multiplicity": 2,
  "species": ["Co", "O", "Cl", "O", "O", "O", "C", "C", "C", "C", "N", "C", "C", "C", "C", "C", "C", "C", "H", "H", "H", "H", "H", "H", "H", "H", "C", "C", "C", "C", "C", "C", "C", "H", "H", "H", "H", "H", "H", "H", "Br", "C", "C", "C", "N", "C", "C", "H", "H", "H", "H"],
  "coordinates": [[-1.436, 0.273, 0.364], [-3.887, 0.360, 3.546], [-3.170, 1.161, 2.604], [-3.023, 2.508, 3.089], [-1.809, 0.587, 2.417], [-3.821, 1.162, 1.321], [-0.501, 0.511, -3.738], [-0.781, -0.780, -4.166], [-1.198, -1.711, -3.235], [-1.338, -1.353, -1.895], [-1.087, -0.080, -1.486], [-0.669, 0.807, -2.399], [-1.721, -2.251, -0.803], [-1.960, -3.615, -0.985], [-2.266, -4.402, 0.110], [-2.329, -3.806, 1.372], [-2.095, -2.450, 1.531], [-1.779, -1.606, 0.450], [-0.159, 1.281, -4.414], [-0.669, -1.059, -5.207], [-1.414, -2.727, -3.536], [-0.456, 1.799, -2.024], [-1.908, -4.074, -1.967], [-2.453, -5.463, -0.009], [-2.571, -4.418, 2.235], [-2.171, -2.017, 2.524], [1.821, -1.091, 1.116], [3.172, -0.933, 0.782], [3.601, 0.193, 0.033], [4.927, 0.367, -0.298], [5.883, -0.568, 0.099], [5.486, -1.686, 0.831], [4.162, -1.871, 1.167], [1.080, -0.364, 0.800], [1.462, -1.956, 1.656], [2.858, 0.916, -0.285], [5.227, 1.234, -0.874], [6.925, -0.429, -0.161], [6.224, -2.417, 1.140], [3.861, -2.744, 1.733], [-0.587, 6.834, 0.969], [-0.788, 4.963, 0.728], [0.097, 4.093, 1.335], [-0.092, 2.738, 1.127], [-1.074, 2.248, 0.367], [-1.927, 3.107, -0.195], [-1.825, 4.479, -0.047], [0.903, 4.444, 1.961], [0.550, 2.005, 1.599], [-2.733, 2.664, -0.766], [-2.544, 5.136, -0.513]]
}

=====

{
  "formula": "C23H19N3O5",
  "method": "ωB97M-V with the def2-TZVPD basis set",
  "charge": 0,
  "e_lumo_ev": 0.091,
  "smiles": "Cn1c(COc2cccc(C(=O)O)c2)nc2cnc(Oc3ccc4c(c3)OCC4)cc21",
  "homo_energy_ev": -8.241,
  "species": ["O", "N", "N", "O", "O", "O", "O", "C", "C", "C", "C", "C", "C", "C", "C", "C", "C", "C", "C", "C", "C", "C", "C", "C", "C", "C", "N", "C", "C", "C", "C", "H", "H", "H", "H", "H", "H", "H", "H", "H", "H", "H", "H", "H", "H", "H", "H", "H", "H", "H"],
  "coordinates": [[7.047, 0.616, 0.966], [-0.415, 3.088, -1.614], [-3.191, 0.742, -2.470], [7.908, 0.172, -1.045], [-3.724, -1.331, -1.517], [2.781, 3.019, 0.114], [-4.762, -1.875, 3.227], [6.946, 0.676, -0.256], [0.428, 2.812, -0.653], [-2.440, 1.851, -2.535], [-2.934, -0.180, -1.533], [4.535, 1.832, -2.923], [-3.586, -3.396, -0.411], [3.521, 2.433, -2.178], [-4.307, -1.493, 0.872], [5.644, 1.286, -2.337], [4.765, 1.883, -0.179], [-1.855, -0.007, -0.657], [-3.693, -4.228, 0.700], [-1.327, 2.043, -1.691], [-3.895, -2.021, -0.356], [3.656, 2.455, -0.785], [-4.363, -2.296, 1.985], [5.780, 1.280, -0.919], [-1.051, 1.115, -0.728], [-4.057, -3.643, 1.899], [0.083, 1.561, -0.102], [1.614, 3.746, -0.353], [0.761, 0.834, 0.948], [-4.765, -3.026, 4.086], [-4.165, -4.192, 3.307], [8.559, -0.265, -0.482], [-2.729, 2.597, -3.259], [4.403, 1.742, -4.022], [-3.364, -3.826, -1.389], [2.628, 2.828, -2.665], [-4.581, -0.461, 0.962], [6.344, 0.735, -2.968], [4.835, 1.903, 0.925], [-1.631, -0.717, 0.115], [-3.437, -5.286, 0.656], [1.300, 4.495, 0.402], [1.854, 4.317, -1.217], [0.032, 0.193, 1.463], [1.558, 0.172, 0.510], [1.200, 1.533, 1.740], [-5.803, -3.319, 4.360], [-4.144, -2.859, 4.964], [-3.170, -4.467, 3.668], [-4.792, -5.070, 3.377]]
}

=====

{
  "formula": "C23H20BrF13IrO3PSSbSe2",
  "method": "ωB97M-V with the def2-TZVPD basis set",
  "charge": 2,
  "e_lumo_ev": [-8.746, -9.454],
  "s2": 0.956,
  "homo_energy_ev": [-13.445, -12.876],
  "multiplicity": 2,
  "species": ["Ir", "F", "C", "C", "F", "C", "F", "C", "P", "C", "C", "C", "C", "C", "C", "C", "C", "C", "C", "C", "C", "C", "Br", "C", "F", "H", "H", "H", "H", "H", "H", "H", "H", "H", "H", "C", "Se", "C", "C", "Se", "C", "H", "H", "H", "H", "H", "H", "H", "H", "H", "H", "F", "Sb", "F", "F", "F", "F", "F", "F", "C", "F", "F", "S", "O", "O", "O"],
  "coordinates": [[-0.629, -0.168, 0.733], [-5.823, 1.700, 5.127], [-4.851, 1.778, 4.248], [-4.267, 3.007, 3.931], [-4.668, 4.112, 4.528], [-3.248, 3.049, 2.983], [-2.720, 4.228, 2.660], [-2.746, 1.908, 2.358], [-1.412, 2.106, 1.107], [-0.196, 3.173, 1.904], [-0.033, 3.176, 3.288], [0.921, 3.996, 3.867], [1.747, 4.776, 3.071], [1.608, 4.752, 1.690], [0.656, 3.936, 1.103], [-2.196, 3.054, -0.238], [-2.842, 2.327, -1.239], [-3.472, 2.991, -2.276], [-3.458, 4.377, -2.320], [-2.820, 5.102, -1.326], [-2.185, 4.448, -0.282], [-3.324, 0.689, 2.713], [-2.711, -0.985, 2.017], [-4.374, 0.623, 3.625], [-4.901, -0.553, 3.910], [-0.658, 2.548, 3.904], [1.012, 4.028, 4.941], [2.502, 5.396, 3.527], [2.244, 5.365, 1.072], [0.557, 3.896, 0.025], [-2.844, 1.249, -1.196], [-3.978, 2.427, -3.042], [-3.958, 4.892, -3.123], [-2.829, 6.180, -1.353], [-1.715, 5.022, 0.503], [0.030, 1.912, -3.974], [1.502, 1.600, -2.769], [2.164, -0.048, -3.618], [3.179, -0.823, -2.809], [2.522, -1.804, -1.217], [4.282, -2.257, -0.581], [-0.651, 1.061, -3.944], [0.410, 2.047, -4.987], [-0.499, 2.809, -3.661], [2.643, 0.261, -4.553], [1.286, -0.649, -3.871], [3.991, -0.178, -2.465], [3.606, -1.602, -3.449], [4.832, -2.791, -1.353], [4.183, -2.912, 0.280], [4.834, -1.368, -0.281], [-0.089, -0.287, -1.746], [-1.148, -2.030, -2.066], [-1.589, -1.141, -3.676], [-2.436, -0.947, -1.111], [-2.242, -3.508, -2.167], [-0.382, -2.463, -0.341], [0.435, -2.700, -2.917], [4.053, -1.040, 2.074], [2.875, -0.942, 2.693], [2.188, -2.054, 2.434], [3.056, -0.817, 3.986], [1.911, 0.462, 1.927], [2.640, 1.672, 2.048], [1.746, 0.010, 0.518], [0.610, 0.397, 2.598]]
}

=====

Computed ΔE to the lowest compared entry with this formula, charge and spin, in the same sequence as the records: 215.2, 233.1, 290.1 kJ/mol.
Computed largest force on an atom, in the same sequence as the records: 0.34, 2.56, 2.91 eV Å⁻¹.